Entry 1:
48
Properties=species:S:1:pos:R:3:mulliken_spin:R:1 method="wB97M-V/def2-TZVPD" s2=6.0192 gap_ev="7.389 / 5.286" multiplicity=5 e_above_lowest_kcal_mol=1.2 homo_energy_ev="-14.31 / -14.31" total_charge=+2
Ru 0.646 1.270 0.482 3.20
C 0.290 1.464 -3.762 0.02
C 0.505 2.058 -2.544 0.00
N 0.436 1.132 -1.560 0.06
N 0.156 -0.066 -2.157 0.02
C 0.077 0.118 -3.474 0.06
B -0.004 -1.352 -1.279 -0.03
N -1.130 -1.031 -0.253 0.02
C -2.286 -1.679 -0.057 0.04
C -2.997 -1.023 0.936 0.01
C -2.194 0.043 1.304 0.01
N -1.065 0.026 0.582 0.04
N 1.334 -1.545 -0.522 -0.01
C 2.269 -2.497 -0.655 0.04
C 3.306 -2.233 0.223 0.01
C 2.940 -1.058 0.855 0.01
N 1.753 -0.635 0.396 0.18
N -0.393 -2.570 -2.054 0.00
C -0.386 -3.872 -1.633 0.00
C -1.194 -4.588 -2.470 0.00
C -1.693 -3.630 -3.380 0.00
N -1.233 -2.425 -3.116 0.00
H 0.279 1.931 -4.731 0.00
H 0.684 3.095 -2.318 0.00
H -0.153 -0.716 -4.115 0.00
H -2.529 -2.556 -0.636 0.00
H -3.962 -1.289 1.330 0.00
H -2.358 0.812 2.038 0.00
H 2.152 -3.291 -1.372 0.00
H 4.199 -2.813 0.372 0.00
H 3.470 -0.500 1.608 0.00
H 0.163 -4.190 -0.763 0.00
H -1.393 -5.645 -2.439 0.00
H -2.366 -3.776 -4.210 0.00
I 3.302 2.553 1.532 0.21
C 1.850 2.900 0.065 0.00
H 1.353 3.855 0.215 0.00
H 2.321 2.821 -0.907 0.00
C 0.077 2.357 4.796 0.01
S 0.159 3.211 3.235 0.02
C -1.422 4.036 3.231 0.00
O -0.037 2.056 2.205 0.07
H 0.133 3.111 5.583 0.00
H 0.945 1.703 4.856 0.00
H -0.850 1.790 4.861 0.00
H -1.403 4.769 4.039 0.00
H -2.223 3.315 3.380 0.00
H -1.527 4.554 2.280 0.00

---

Entry 2:
44
Properties=species:S:1:pos:R:3:lowdin_charge:R:1 method="wB97M-V/def2-TZVPD" gap_ev=7.741 multiplicity=1 e_above_lowest_kcal_mol=2.2 homo_energy_ev=-8.36
Mg -0.301 -0.656 -0.087 0.68
C 1.757 2.793 1.761 0.01
C 1.293 1.615 0.974 -0.24
N 0.456 0.745 1.394 -0.03
O -0.039 0.972 2.665 0.00
C 1.857 1.381 -0.398 -0.24
C 2.867 2.308 -0.983 0.00
N 1.428 0.325 -0.967 -0.05
O 1.934 -0.005 -2.166 -0.02
H 1.085 3.008 2.585 0.08
H 1.846 3.666 1.117 0.09
H 2.749 2.588 2.172 0.11
H -0.826 0.404 2.718 0.10
H 3.752 2.376 -0.350 0.10
H 2.456 3.314 -1.078 0.09
H 3.160 1.952 -1.966 0.08
N 1.081 -2.302 -1.798 -0.07
C 0.652 -2.623 -0.763 -0.21
H 1.669 -0.963 -2.216 -0.02
C -8.095 1.104 3.975 -0.05
C -7.340 -0.231 3.924 -0.56
C -8.346 -1.377 3.759 -0.05
C -6.616 -0.420 5.257 -0.07
C -6.373 -0.228 2.738 -0.17
C -6.882 -0.050 1.446 -0.04
C -6.076 -0.043 0.313 0.03
C -4.725 -0.222 0.513 -0.22
O -3.714 -0.258 -0.413 0.10
B -2.525 -0.481 0.288 -0.41
O -2.845 -0.556 1.683 0.05
C -4.208 -0.398 1.777 -0.21
C -4.998 -0.408 2.906 0.06
H -8.782 1.117 4.824 0.08
H -8.680 1.271 3.071 0.08
H -7.401 1.938 4.084 0.09
H -9.041 -1.396 4.601 0.08
H -7.834 -2.340 3.717 0.09
H -8.931 -1.270 2.845 0.08
H -7.342 -0.406 6.070 0.08
H -5.895 0.378 5.443 0.09
H -6.090 -1.375 5.300 0.09
H -7.947 0.086 1.317 0.11
H -6.483 0.092 -0.679 0.12
H -4.551 -0.555 3.877 0.11

---

Entry 3:
56
Properties=species:S:1:pos:R:3:mulliken_spin:R:1 method="wB97M-V/def2-TZVPD" s2=3.7613 gap_ev="4.567 / 8.951" multiplicity=4 e_above_lowest_kcal_mol=31.2 homo_energy_ev="-2.07 / -6.47" total_charge=-1
Ti 0.189 1.243 0.499 1.71
C -3.233 -0.560 2.442 -0.02
C -2.307 0.474 2.248 0.06
N -1.490 0.187 1.245 -0.06
N -1.890 -1.009 0.741 0.03
C -2.925 -1.480 1.471 0.05
B -1.069 -1.564 -0.477 0.02
N 0.380 -1.772 0.065 0.01
C 1.178 -2.853 0.184 0.04
C 2.305 -2.472 0.876 -0.01
C 2.109 -1.107 1.153 0.09
N 0.948 -0.689 0.664 -0.03
N -1.087 -0.478 -1.603 0.02
C -1.404 -0.573 -2.904 0.03
C -1.265 0.679 -3.467 -0.01
C -0.848 1.497 -2.402 0.04
N -0.743 0.789 -1.291 -0.04
N -1.619 -2.854 -1.112 0.00
C -2.872 -3.369 -1.169 0.00
C -2.854 -4.453 -2.009 0.00
C -1.515 -4.522 -2.446 0.00
N -0.776 -3.559 -1.918 0.00
H -4.013 -0.623 3.184 0.00
H -2.200 1.414 2.772 0.01
H -3.357 -2.444 1.288 0.01
H 0.893 -3.802 -0.243 0.01
H 3.146 -3.092 1.147 0.00
H 2.715 -0.414 1.717 0.00
H -1.694 -1.519 -3.336 0.01
H -1.456 0.965 -4.490 0.00
H -0.611 2.548 -2.378 0.00
H -3.703 -2.919 -0.660 0.00
H -3.681 -5.093 -2.270 0.00
H -1.061 -5.227 -3.130 0.00
O -2.101 3.260 0.373 0.00
P -0.748 3.951 0.940 0.01
O -0.913 5.412 0.940 0.00
O 0.401 3.258 0.222 0.02
O -0.700 3.335 2.467 0.00
P 0.685 2.740 3.137 0.02
O 0.105 2.197 4.542 0.00
O 1.672 3.802 3.366 0.00
O 1.040 1.497 2.322 -0.05
H -2.833 3.872 0.512 0.01
H -0.333 1.350 4.394 0.00
N 3.316 -0.052 -2.000 0.01
C 3.027 0.942 -1.137 0.05
O 1.893 1.321 -0.978 0.03
C 4.193 1.547 -0.381 0.03
C 3.773 2.437 0.747 0.85
H 2.555 -0.351 -2.590 0.00
H 4.245 -0.124 -2.378 0.00
H 4.758 2.113 -1.132 0.03
H 4.835 0.730 -0.045 0.01
H 3.257 3.366 0.538 0.02
H 3.681 2.050 1.753 0.01

---

Entry 4:
48
Properties=species:S:1:pos:R:3:lowdin_charge:R:1 method="wB97M-V/def2-TZVPD" gap_ev=3.618 multiplicity=1 e_above_lowest_kcal_mol=18.5 homo_energy_ev=-14.99 total_charge=+3
Tc 0.052 0.151 0.744 0.58
C -2.116 -0.149 3.176 -0.42
C -0.984 -0.821 3.937 -0.41
S 0.565 -0.796 2.965 1.00
C 1.422 0.602 3.772 -0.42
C 2.531 1.139 2.893 -0.40
S 2.081 1.332 1.134 0.89
C 1.492 3.066 1.177 -0.45
C 0.781 3.358 -0.122 -0.46
S -0.624 2.234 -0.413 0.79
C -1.992 3.041 0.503 -0.44
C -2.698 2.003 1.347 -0.44
S -1.387 1.305 2.378 0.90
H -2.917 0.164 3.845 0.12
H -2.524 -0.796 2.399 0.10
H -1.225 -1.865 4.122 0.11
H -0.779 -0.336 4.890 0.11
H 1.845 0.212 4.699 0.12
H 0.685 1.364 4.012 0.06
H 3.381 0.462 2.870 0.09
H 2.854 2.116 3.252 0.11
H 2.369 3.711 1.259 0.11
H 0.851 3.222 2.045 0.08
H 1.448 3.188 -0.967 0.03
H 0.404 4.379 -0.172 0.11
H -2.663 3.482 -0.232 0.11
H -1.566 3.830 1.123 0.10
H -3.161 1.219 0.748 0.10
H -3.450 2.462 1.989 0.12
Se 2.500 1.123 -2.631 0.13
Sb 2.510 0.848 -4.997 0.85
Se 0.629 -0.498 -1.845 0.27
Se -0.871 0.177 -3.403 0.12
Se 0.224 -0.438 -5.294 0.14
Br 3.625 -7.920 1.318 0.85
C 3.148 -6.124 1.064 -0.67
C 4.138 -5.148 1.070 -0.09
C 3.778 -3.823 0.929 0.00
C 2.434 -3.471 0.782 -0.15
C 1.455 -4.464 0.743 -0.01
C 1.811 -5.791 0.894 -0.10
C 2.080 -2.046 0.804 -0.61
O 2.857 -1.187 1.209 -0.05
O 0.825 -1.730 0.444 -0.45
H 5.173 -5.424 1.214 0.12
H 4.528 -3.043 0.946 0.13
H 0.413 -4.195 0.619 0.12
H 1.056 -6.565 0.906 0.11

---

Entry 5:
41
Properties=species:S:1:pos:R:3:mulliken_spin:R:1 method="wB97M-V/def2-TZVPD" s2=0.7909 gap_ev="3.850 / 3.896" multiplicity=2 e_above_lowest_kcal_mol=34.8 homo_energy_ev="-1.67 / -1.72" total_charge=-1
Ce 0.754 -0.554 -1.453 0.71
Cl -0.045 -2.897 -2.301 0.00
Cl 1.371 1.848 -0.785 0.00
C 2.571 -0.436 -3.048 0.21
H 3.160 0.199 -2.365 0.00
H 2.911 -1.467 -3.237 -0.01
C -1.046 0.292 -2.237 -0.17
C 1.464 0.080 -3.721 0.24
H -1.734 0.258 -1.359 0.02
C 0.897 -0.681 -4.909 0.01
H 1.125 1.126 -3.584 -0.02
C -0.413 -0.122 -5.509 0.02
H 1.671 -0.684 -5.703 0.00
H 0.767 -1.739 -4.605 0.01
C -1.650 -0.292 -4.590 -0.02
H -0.269 0.943 -5.760 0.00
H -0.596 -0.660 -6.454 0.00
C -1.674 0.791 -3.486 0.01
H -2.555 -0.205 -5.212 0.00
H -1.626 -1.298 -4.143 0.00
H -1.067 1.640 -3.829 0.00
H -2.702 1.166 -3.364 0.00
C -2.090 -1.070 3.231 0.00
N -0.746 -0.538 3.298 0.00
C 0.273 -0.809 2.424 0.00
Se 0.130 -1.981 1.011 0.01
N 1.360 -0.135 2.923 0.00
C 1.043 0.522 4.112 0.00
C 1.836 1.166 5.052 0.00
C 1.211 1.589 6.237 0.00
C -0.158 1.326 6.469 0.00
C -0.933 0.644 5.518 0.00
C -0.300 0.277 4.337 0.00
H -2.192 -1.642 2.308 0.00
H -2.810 -0.245 3.239 0.00
H -2.307 -1.718 4.088 0.00
H 2.279 -0.164 2.495 0.00
H 2.893 1.317 4.842 0.00
H 1.782 2.119 7.005 0.00
H -0.610 1.653 7.408 0.00
H -1.979 0.382 5.654 0.00

---

Entry 6:
46
Properties=species:S:1:pos:R:3:lowdin_charge:R:1 method="wB97M-V/def2-TZVPD" gap_ev=8.212 multiplicity=1 smiles="CC[C@@H](Cl)[PH](O)(S)S.O=[N+]([O-])c1ccccc1.O=[N+]([O-])c1ccccc1" homo_energy_ev=-9.23
C -4.521 2.210 2.120 -0.13
C -4.735 0.748 1.755 -0.37
C -4.160 0.263 0.432 -0.93
Cl -5.220 0.769 -0.910 0.56
P -2.331 0.553 -0.108 0.24
O -0.721 0.563 -0.653 -0.48
S -1.557 -0.041 1.804 0.55
S -2.604 2.597 -0.751 0.51
H -4.756 2.366 3.172 0.08
H -5.146 2.864 1.517 0.07
H -3.488 2.521 1.986 0.02
H -4.402 0.101 2.565 0.08
H -5.813 0.581 1.684 0.10
H -4.226 -0.827 0.395 0.06
H -2.530 -0.443 -1.070 0.04
H -0.227 1.295 -0.267 -0.04
H -2.562 -0.788 2.247 -0.19
H -2.008 3.178 0.288 -0.18
O 0.724 2.842 0.318 0.02
N 1.819 3.381 0.349 -0.32
O 2.039 4.491 -0.072 0.11
C 2.935 2.620 0.936 -0.14
C 2.703 1.334 1.386 0.01
C 3.763 0.623 1.921 -0.06
C 5.022 1.202 1.999 -0.06
C 5.228 2.497 1.544 -0.06
C 4.178 3.219 1.003 0.00
H 1.719 0.896 1.320 0.11
H 3.604 -0.386 2.276 0.11
H 5.848 0.641 2.416 0.11
H 6.209 2.947 1.606 0.11
H 4.318 4.226 0.641 0.12
O -0.169 -6.357 -1.758 0.07
N 0.445 -5.790 -2.638 -0.36
O 0.902 -6.335 -3.622 0.07
C 0.655 -4.336 -2.501 -0.15
C 0.172 -3.697 -1.375 0.00
C 0.378 -2.334 -1.243 -0.07
C 1.056 -1.637 -2.234 -0.07
C 1.529 -2.301 -3.358 -0.06
C 1.331 -3.664 -3.499 -0.01
H -0.354 -4.259 -0.618 0.12
H 0.008 -1.810 -0.374 0.07
H 1.202 -0.571 -2.128 0.10
H 2.052 -1.755 -4.132 0.11
H 1.690 -4.198 -4.366 0.12

---

Entry 7:
53
Properties=species:S:1:pos:R:3:mulliken_spin:R:1 method="wB97M-V/def2-TZVPD" s2=0.8513 gap_ev="5.621 / 5.587" multiplicity=2 e_above_lowest_kcal_mol=68.7 homo_energy_ev="-1.03 / -1.03" total_charge=-2
V 1.211 -0.651 -0.952 0.82
C -1.199 1.441 3.436 0.00
O 0.210 1.327 3.209 0.00
C 0.720 0.125 2.842 0.01
O 1.898 0.041 2.554 0.00
N -0.153 -0.912 2.876 0.00
N 0.332 -2.156 2.391 0.00
H -1.352 2.440 3.835 0.00
H -1.546 0.699 4.156 0.00
H -1.754 1.339 2.503 0.00
H -1.111 -0.737 2.579 0.00
H 0.758 -2.039 1.468 0.00
H -0.509 -2.700 2.212 0.00
Se -3.416 -1.396 1.544 0.02
P -2.543 -1.911 -0.434 0.03
Se -0.008 -2.189 -2.107 0.14
C -3.744 -1.221 -1.686 0.00
C -5.120 -1.435 -1.582 0.00
C -5.984 -0.989 -2.571 0.00
C -5.487 -0.294 -3.675 0.00
C -4.126 -0.053 -3.772 0.00
C -3.258 -0.521 -2.784 0.00
C -2.929 -3.722 -0.683 0.00
C -3.136 -4.588 0.388 0.00
C -3.413 -5.938 0.175 0.00
C -3.485 -6.445 -1.115 0.00
C -3.253 -5.594 -2.193 0.00
C -2.972 -4.253 -1.977 0.00
H -5.505 -1.948 -0.707 0.00
H -7.049 -1.182 -2.484 0.00
H -6.159 0.047 -4.454 0.00
H -3.728 0.499 -4.616 0.00
H -2.189 -0.353 -2.872 0.00
H -3.100 -4.188 1.395 0.00
H -3.579 -6.591 1.024 0.00
H -3.706 -7.493 -1.283 0.00
H -3.282 -5.982 -3.206 0.00
H -2.767 -3.604 -2.822 0.00
O 2.642 2.720 -2.649 0.00
P 1.942 1.271 -2.656 0.01
O 1.829 0.747 -4.017 0.00
O 2.688 0.482 -1.559 0.00
O 0.445 1.590 -2.038 0.01
P 0.049 1.729 -0.413 -0.03
O 1.357 2.379 0.240 0.00
O -1.093 2.614 -0.207 0.00
O -0.081 0.246 0.045 0.00
H 2.349 3.187 -3.439 0.00
H 2.167 1.855 0.171 0.00
Cl 2.400 -3.742 0.129 0.00
C 2.694 -1.982 -0.350 -0.02
H 3.348 -2.041 -1.218 0.01
H 3.250 -1.567 0.493 -0.01

---

Entry 8:
43
Properties=species:S:1:pos:R:3:lowdin_charge:R:1 method="wB97M-V/def2-TZVPD" gap_ev=7.959 multiplicity=1 homo_energy_ev=-11.42 total_charge=+1
O -0.296 1.440 2.440 0.27
C 0.169 1.867 1.486 -0.49
F 0.537 3.151 1.434 0.16
N 0.368 1.144 0.257 0.07
C 1.476 0.238 0.329 -0.50
O 2.511 0.563 -0.078 0.24
F 1.360 -0.973 0.890 0.15
C -0.879 0.509 -0.229 -0.22
C -1.842 1.633 -0.821 -0.08
C -1.760 1.747 -2.394 -0.09
C -0.313 1.396 -2.918 -0.25
C 0.730 2.510 -2.596 -0.12
C 0.479 3.769 -3.514 -0.24
O 1.587 4.657 -3.404 -0.05
N 0.116 0.015 -2.508 0.12
C -0.669 -0.533 -1.352 -0.05
H -1.447 0.061 0.616 0.17
H -1.639 2.631 -0.384 0.12
H -2.877 1.349 -0.544 0.13
H -2.050 2.747 -2.764 0.13
H -2.419 0.949 -2.803 0.12
H -0.403 1.381 -4.028 0.16
H 1.750 2.108 -2.796 0.13
H 0.659 2.890 -1.556 0.12
H -0.454 4.265 -3.158 0.12
H 0.325 3.425 -4.560 0.13
H 2.166 4.285 -2.722 0.09
H 1.133 -0.032 -2.370 0.18
H -0.090 -0.611 -3.297 0.19
H -0.140 -1.437 -0.972 0.14
H -1.650 -0.912 -1.704 0.16
F -0.425 -3.262 1.298 0.03
C -0.062 -3.560 2.571 -0.28
C -0.286 -4.833 3.057 -0.02
C 0.090 -5.135 4.359 -0.07
C 0.673 -4.159 5.159 -0.08
C 0.887 -2.882 4.656 -0.07
C 0.522 -2.582 3.351 -0.03
H -0.749 -5.577 2.421 0.12
H -0.073 -6.131 4.750 0.11
H 0.961 -4.396 6.175 0.11
H 1.338 -2.120 5.280 0.11
H 0.686 -1.597 2.940 0.09

---

Entry 9:
41
Properties=species:S:1:pos:R:3:lowdin_charge:R:1 method="wB97M-V/def2-TZVPD" gap_ev=8.716 multiplicity=1 smiles=COc1ccc(-c2[nH]ncc2CNCCCSC)cc1F e_above_lowest_kcal_mol=0.1 homo_energy_ev=-8.01
C -5.302 -3.067 0.111 -0.08
O -5.445 -1.689 -0.129 -0.06
C -4.333 -0.912 -0.116 -0.21
C -3.035 -1.348 0.127 0.00
C -1.971 -0.464 0.119 -0.01
C -2.166 0.891 -0.138 -0.15
C -1.046 1.813 -0.147 -0.16
N -1.182 3.132 0.147 0.02
N -0.038 3.800 0.075 0.03
C 0.867 2.910 -0.284 -0.12
C 0.303 1.634 -0.440 -0.17
C 1.019 0.394 -0.862 -0.18
N 1.156 -0.556 0.240 -0.10
C 1.858 -0.058 1.405 -0.23
C 3.355 0.257 1.238 -0.25
C 4.204 -0.973 0.945 -0.48
S 4.086 -1.576 -0.778 0.80
C 5.193 -0.397 -1.597 -0.40
C -3.465 1.343 -0.385 0.05
C -4.512 0.453 -0.372 -0.19
F -5.758 0.914 -0.617 0.08
H -4.667 -3.542 -0.644 0.10
H -6.307 -3.480 0.049 0.09
H -4.891 -3.261 1.107 0.10
H -2.842 -2.389 0.332 0.11
H -0.973 -0.818 0.329 0.09
H -2.023 3.607 0.434 0.15
H 1.888 3.207 -0.425 0.11
H 1.988 0.683 -1.298 0.10
H 0.441 -0.115 -1.641 0.13
H 1.619 -1.391 -0.108 0.06
H 1.346 0.852 1.732 0.11
H 1.744 -0.812 2.191 0.12
H 3.709 0.701 2.172 0.11
H 3.488 1.002 0.452 0.09
H 5.260 -0.775 1.129 0.07
H 3.889 -1.814 1.564 0.07
H 4.822 0.616 -1.469 0.03
H 6.194 -0.493 -1.184 0.03
H 5.199 -0.655 -2.651 0.03
H -3.673 2.377 -0.613 0.12

---

Entry 10:
40
Properties=species:S:1:pos:R:3:lowdin_charge:R:1 method="wB97M-V/def2-TZVPD" gap_ev=9.484 multiplicity=1 smiles="CC(=O)[C@]1(F)CCCOC1=O.Cc1cc(C)nc(C)c1" e_above_lowest_kcal_mol=16.3 homo_energy_ev=-8.88
C -1.903 3.505 -1.975 0.01
C -0.693 2.889 -1.411 -0.33
O -0.480 2.934 -0.210 0.09
C 0.322 2.138 -2.318 -0.28
F -0.368 0.961 -2.657 0.05
C 1.539 2.000 -1.399 -0.12
C 2.760 1.727 -2.243 -0.16
C 2.311 0.756 -3.295 -0.13
O 1.590 1.570 -4.287 0.03
C 0.727 2.490 -3.748 -0.39
O 0.162 3.317 -4.414 0.15
H -1.869 3.438 -3.053 0.07
H -2.760 2.991 -1.537 0.10
H -1.977 4.554 -1.674 0.10
H 1.720 2.934 -0.841 0.14
H 1.363 1.212 -0.664 0.14
H 3.072 2.684 -2.688 0.13
H 3.599 1.401 -1.622 0.12
H 3.163 0.253 -3.761 0.13
H 1.633 0.010 -2.885 0.12
C -0.952 -4.127 4.419 -0.06
C -0.736 -3.137 3.307 -0.26
C -0.262 -1.839 3.568 0.00
C -0.454 -0.851 2.585 -0.33
C 0.076 0.555 2.740 -0.04
N -1.099 -1.156 1.470 0.13
C -1.133 -2.415 1.051 -0.33
C -1.242 -2.686 -0.429 -0.04
C -1.043 -3.464 1.976 0.00
H -0.708 -3.677 5.389 0.08
H -2.003 -4.451 4.462 0.09
H -0.337 -5.025 4.274 0.08
H 0.258 -1.554 4.488 0.12
H -0.083 0.944 3.753 0.08
H 1.146 0.609 2.488 0.08
H -0.390 1.239 2.025 0.06
H -1.597 -3.710 -0.603 0.07
H -1.886 -1.974 -0.959 0.08
H -0.272 -2.563 -0.941 0.08
H -1.195 -4.483 1.615 0.12

---

Results for calculated total energy: -1911.93941; -1273.77248; -3235.89207; -14826.69080; -4490.01882; -2667.02217; -8601.76691; -1218.12924; -1321.11225; -963.87719 (in Ha, following the order of the records).
Results for max |F|: 0.3; 1.2; 1.8; 1.2; 3.2; 0.6; 4.8; 3.7; 0.9; 2.4 (in eV Å⁻¹, following the order of the records).